Computed, not measured: a cluster of 25 separate species, C79H201N7O25 in total at a distorted geometry, with ωB97M-V with the def2-TZVPD basis set.

```
312
Properties=species:S:1:pos:R:3:forces:R:3
C 11.55410 6.56939 29.67827 -0.284 0.957 -0.088
C 12.69939 7.31631 28.96440 0.903 -0.954 3.276
O 12.53984 7.59217 27.65762 -0.550 -0.046 -2.965
H 11.73819 6.38260 30.73625 0.532 -0.035 0.009
H 11.25426 5.62430 29.22550 0.098 0.126 -0.268
H 10.71233 7.26139 29.70395 -0.415 -0.204 -0.267
H 13.60651 6.71794 29.04920 0.244 -0.130 0.537
H 12.92244 8.26307 29.45634 -0.212 0.030 0.538
H 13.13322 6.96703 27.23490 -0.392 0.262 -0.780
C 3.58042 4.76594 35.62158 -0.617 1.163 -0.021
C 2.41640 3.93738 36.16282 0.627 -0.704 -0.886
O 1.18911 4.66774 36.25968 0.790 0.032 -0.088
H 4.20774 4.26082 34.88712 0.147 -0.518 0.547
H 4.15920 5.25585 36.40458 0.174 -0.130 -0.096
H 3.18537 5.56928 34.99976 -0.324 0.249 0.154
H 2.68750 3.42848 37.08782 -0.090 0.282 0.392
H 2.37816 3.13080 35.43066 -0.788 -0.277 -0.113
H 0.49686 4.07819 36.56762 0.040 -0.083 0.066
C 8.81322 -0.03113 35.67313 -0.671 -0.997 0.142
C 9.28106 0.03437 37.13650 0.310 -1.075 -1.775
O 9.05725 1.35554 37.49915 -0.194 0.826 1.552
H 8.79866 -1.00906 35.19194 0.471 -0.175 0.156
H 9.38884 0.65207 35.04863 0.129 0.024 0.094
H 7.76944 0.28018 35.63170 -0.045 0.192 0.105
H 10.32975 -0.25647 37.19787 0.354 0.238 0.001
H 8.80836 -0.65050 37.84049 -0.602 0.142 -0.225
H 9.74871 1.89159 37.10401 -0.148 0.616 0.041
C 2.86604 2.16565 32.31172 -0.027 0.367 -0.432
C 1.59225 1.60563 32.93695 1.788 -1.504 1.239
O 0.50837 2.42469 32.96665 -1.781 2.030 -0.662
H 2.73604 2.41100 31.25768 -0.117 0.044 -0.110
H 3.70711 1.47459 32.36765 -0.218 -0.416 0.067
H 3.24207 3.06399 32.80130 -0.336 0.197 0.183
H 1.83812 1.37730 33.97402 0.343 -0.442 0.154
H 1.29866 0.65779 32.48583 0.242 -0.212 -0.342
H 0.13288 2.50658 33.84637 0.203 -0.047 -0.132
C -0.35961 -0.08475 29.73049 -1.037 -1.135 -1.209
C 0.19697 1.21843 29.24279 0.773 -0.709 1.113
O -0.80038 2.13510 28.94225 -0.388 0.748 -0.214
H 0.32730 -0.65249 30.35812 -0.017 -0.068 -0.182
H -0.57849 -0.58395 28.78657 0.087 -1.018 0.181
H -1.35371 -0.05239 30.17638 0.240 0.582 0.511
H 0.78756 1.00277 28.35240 0.437 0.199 0.086
H 0.84567 1.50749 30.06968 0.144 1.167 -0.301
H -0.90836 2.11557 27.98854 -0.190 0.294 0.025
C 7.54791 -2.99365 30.87268 1.266 1.308 0.024
C 7.63582 -2.15193 32.17061 -1.428 -0.535 -0.663
O 8.73255 -2.57727 32.95305 0.110 0.459 0.011
H 8.36653 -2.63432 30.24912 0.321 -0.132 -0.120
H 6.68894 -2.82227 30.22391 -0.407 -0.343 0.556
H 7.79842 -4.03058 31.09653 -0.602 -0.148 -0.112
H 6.69608 -2.22231 32.71836 -0.083 -0.420 0.377
H 7.67945 -1.07760 31.99163 0.728 -0.043 -0.243
H 8.63870 -3.51553 33.13320 -0.070 -0.112 0.071
C 6.02105 10.72025 32.86968 0.957 1.694 -0.491
C 5.94360 9.26102 32.96612 -1.160 -0.076 -0.686
O 4.88003 8.99761 33.84985 0.600 -1.535 1.140
H 5.07619 11.19737 32.60950 -0.064 -0.233 -0.637
H 6.81743 10.90634 32.14908 -0.086 0.808 -0.220
H 6.25517 11.23806 33.79982 0.468 -0.445 0.229
H 6.93638 8.84049 33.12628 -0.238 -0.402 1.117
H 5.64030 8.82317 32.01512 0.217 0.186 -0.533
H 4.10762 9.32888 33.38592 -0.502 0.008 0.269
C 10.24690 9.33585 32.59330 -0.622 0.431 -2.201
C 11.40734 9.54290 33.43816 0.083 -1.417 1.501
O 10.92940 9.84704 34.75596 0.842 0.441 0.226
H 9.64673 8.45135 32.80672 -0.092 0.205 0.494
H 10.73344 9.10602 31.64538 -0.562 0.192 -0.762
H 9.66827 10.25769 32.53416 -0.373 -0.236 -0.231
H 12.11610 10.26592 33.03443 -0.166 0.276 0.397
H 11.86050 8.55210 33.40548 0.883 0.093 0.581
H 10.99611 9.05720 35.29754 0.047 -0.083 0.080
O 6.94404 5.22532 37.25858 0.033 0.526 0.052
H 6.65320 4.32503 37.11328 -0.098 -0.736 -0.300
H 6.23263 5.63022 37.75474 -0.156 0.285 0.180
O 11.11463 3.19743 36.61727 -0.254 -0.222 -0.049
H 11.69919 2.44484 36.70744 0.364 -0.214 0.047
H 11.70086 3.94154 36.47993 0.201 0.467 -0.211
O 9.33634 4.68415 38.57863 0.436 0.011 0.527
H 8.47803 4.85129 38.18929 -0.440 0.162 -0.158
H 9.90051 4.47365 37.83457 0.145 -0.260 -0.163
O 14.61026 5.47521 35.16920 0.698 -0.067 -0.017
H 13.82951 6.01945 35.27150 -0.377 0.030 -0.158
H 14.27002 4.59922 34.98725 -0.060 -0.157 -0.083
O 7.64892 0.63691 40.21652 -0.197 -0.268 0.292
H 6.98567 1.21501 39.83952 -0.037 0.069 0.052
H 8.39470 0.70652 39.62054 0.335 0.234 -0.232
O 2.34771 9.96743 33.15044 0.092 0.116 -0.137
H 1.57357 9.75413 33.67142 -0.125 -0.123 0.279
H 2.01152 10.09938 32.26398 -0.061 0.064 -0.285
O 9.39517 6.30577 35.83683 0.576 0.129 0.121
H 9.10936 6.49977 34.94413 -0.169 -0.093 -0.426
H 8.58775 6.29750 36.35087 -0.407 -0.180 0.312
O 12.17935 6.41171 35.99409 0.385 -0.027 0.038
H 12.65131 6.63827 36.79543 0.203 0.136 0.335
H 11.26769 6.31880 36.27062 -1.034 0.089 -0.171
O 6.27349 2.17860 37.49432 -0.727 0.401 -0.119
H 5.87040 2.29223 38.35504 -0.254 0.093 0.243
H 7.14639 1.83345 37.68180 1.095 -0.199 -0.192
O 4.22543 0.17466 36.79459 -0.320 -0.362 -0.223
H 4.94289 0.80805 36.77708 0.463 0.351 0.043
H 3.62339 0.51227 37.45776 -0.167 0.005 0.142
C 11.67699 -3.27137 31.18009 -1.922 1.319 -0.481
C 12.73858 -2.53730 32.00011 0.503 -0.293 0.526
C 13.81754 -1.94310 31.07515 -0.075 0.341 -0.620
C 13.47013 -0.57619 30.44239 1.143 -4.582 -1.753
C 13.26380 0.27222 31.53116 -1.806 3.035 3.255
C 12.09272 -0.04972 32.55030 0.926 0.389 -1.742
N 12.25401 -1.45148 32.95448 2.035 -0.602 -1.271
O 11.25342 -1.90109 33.79336 -0.284 -0.131 -0.091
C 12.20182 0.80551 33.73923 1.677 1.490 1.102
C 10.82678 0.39519 31.86078 -1.128 -2.308 -0.226
C 13.42421 -3.70146 32.72662 0.935 0.220 0.953
H 11.08731 -2.51639 30.66012 0.345 0.139 -1.089
H 10.80558 -3.68819 31.68508 0.522 -0.439 1.043
H 12.02449 -4.06309 30.51636 0.359 0.369 -0.036
H 14.71801 -1.74011 31.65485 0.095 -0.304 0.232
H 14.07923 -2.66656 30.30299 -0.060 -0.224 0.085
H 12.65313 -0.71943 29.73521 -0.142 0.433 -0.059
H 14.37212 -0.23718 29.93290 -0.156 -0.038 -0.523
H 13.04474 1.20893 31.01863 0.102 0.928 1.101
H 14.14213 0.30139 32.17599 0.351 0.391 -0.328
H 11.79353 1.79520 33.53451 -0.405 -0.019 0.141
H 11.79365 0.38836 34.65982 -0.053 -0.059 -0.189
H 13.26606 1.02164 33.83289 0.230 -0.125 0.895
H 10.00511 0.40482 32.57693 -0.213 -0.029 -0.048
H 10.82110 1.34149 31.31986 0.423 -0.208 0.027
H 10.72616 -0.49002 31.23279 -1.151 0.460 -0.994
H 14.05197 -4.24789 32.02275 -0.684 -0.458 -0.461
H 12.72600 -4.34043 33.26728 0.022 -0.089 -0.233
H 14.22247 -3.44365 33.42261 -0.300 0.749 0.449
H 10.54847 -2.04528 33.15787 -1.153 -0.301 0.465
C 4.80211 0.25637 28.51282 -0.306 -0.284 1.044
C 5.00571 -0.31099 27.12359 -0.036 -0.372 -0.756
C 3.89723 0.15580 26.15764 -0.670 2.614 0.683
C 4.12430 1.64945 25.65264 -0.128 -1.290 -0.384
C 5.44850 1.54986 24.94815 -0.107 1.180 -0.307
C 6.59377 1.21518 25.86574 2.036 0.559 -0.548
N 6.32195 0.01761 26.58663 -1.330 -0.158 -1.543
O 7.37708 -0.39078 27.39960 -0.014 -0.440 0.219
C 7.78914 0.98172 24.85447 0.326 0.164 2.213
C 6.92013 2.43627 26.79727 -0.754 0.789 -0.280
C 4.86936 -1.83943 27.16481 0.244 -0.257 0.969
H 4.83494 1.34519 28.55131 -0.244 -0.044 -0.050
H 5.50438 -0.10844 29.26237 0.703 0.017 -0.414
H 3.88959 -0.14190 28.95643 -0.563 0.425 -0.290
H 3.70911 -0.52464 25.32715 0.286 0.090 -0.007
H 3.00289 0.22009 26.77741 -0.280 -0.516 -0.068
H 4.05474 2.40983 26.43051 0.474 -0.301 0.454
H 3.38995 2.03384 24.94477 -0.410 -0.633 -0.149
H 5.75502 2.45264 24.41983 -0.180 0.437 0.182
H 5.35844 0.84834 24.11878 0.067 -0.513 0.239
H 8.69257 0.82206 25.44306 0.198 0.015 0.163
H 7.69742 0.05620 24.28605 -0.457 0.425 -0.461
H 7.96593 1.92430 24.33640 -0.215 -0.333 -0.608
H 7.76323 2.47329 27.48713 0.222 -1.025 -0.095
H 7.03774 3.36834 26.24453 0.025 -0.127 -0.551
H 6.05151 2.67840 27.40962 -0.141 -0.250 0.173
H 3.93579 -2.11916 27.65295 -0.143 0.051 -0.044
H 5.65318 -2.22947 27.81412 0.088 -0.231 0.073
H 4.91885 -2.37778 26.21833 0.083 0.452 -0.213
H 7.37908 -1.28205 27.04292 1.092 -0.434 0.550
C 5.88699 13.93129 24.48470 0.538 -0.646 1.651
C 7.32425 13.63077 25.15119 -1.195 1.339 -0.786
C 7.71807 14.91833 26.05350 0.381 -1.781 0.016
C 6.99383 14.96026 27.39492 -0.537 0.783 -1.026
C 7.10898 13.65722 28.12901 -1.431 -0.151 -0.865
C 6.53984 12.42397 27.31512 0.033 0.293 0.656
N 7.31137 12.40794 26.07218 1.416 2.077 -0.528
O 7.21319 11.20874 25.35827 -0.759 -0.212 -0.534
C 6.88440 11.16635 28.13335 1.038 -0.683 -0.591
C 4.98111 12.42986 27.17828 0.204 0.715 0.100
C 8.37672 13.53062 23.93964 0.394 -0.730 2.468
H 5.11252 13.95672 25.25129 0.132 -0.121 0.213
H 5.60102 13.09743 23.84361 0.123 0.350 -0.469
H 5.78863 14.93616 24.07403 0.546 -0.249 -0.682
H 8.77269 14.79684 26.30070 0.286 -0.082 -0.173
H 7.64278 15.88342 25.55247 -0.276 -0.275 -0.468
H 5.97285 15.29575 27.21289 -0.325 -0.204 0.168
H 7.43922 15.73578 28.01804 0.064 0.153 -0.008
H 6.47324 13.75168 29.00936 0.494 -0.250 0.489
H 8.18359 13.63865 28.31059 -0.096 -1.086 0.518
H 6.75487 10.23049 27.58975 -0.636 0.030 -0.331
H 7.96034 11.13102 28.30421 0.157 0.340 0.491
H 6.33697 11.01365 29.06346 0.054 0.569 0.019
H 4.55127 11.85515 27.99867 -0.115 -0.138 -0.203
H 4.55265 13.42885 27.25920 0.142 0.212 0.128
H 4.62352 12.08244 26.20899 0.252 -0.490 0.152
H 8.38768 14.38622 23.26441 -0.558 -0.175 0.036
H 8.43836 12.55724 23.45300 -0.877 0.166 -0.345
H 9.35037 13.52950 24.42964 0.297 0.316 0.140
H 7.78639 10.62619 25.86193 0.272 -0.150 -0.222
C 2.49674 4.71723 28.42505 -0.944 -2.175 0.524
C 2.22806 5.93602 27.59378 -1.326 0.595 -2.291
C 3.43047 5.97864 26.59343 1.127 2.058 0.738
C 3.32409 6.93354 25.38944 0.027 -0.906 -0.099
C 2.15875 6.50861 24.50736 0.645 0.572 1.500
C 0.91139 6.55997 25.42458 -2.408 0.402 -1.403
N 1.00254 5.85916 26.71683 2.269 -2.592 -1.309
O -0.18660 5.63583 27.42666 0.788 0.695 -0.625
C 0.51586 8.07399 25.53711 -1.823 -0.446 -0.281
C -0.24371 5.79149 24.61262 0.137 1.035 1.326
C 1.91095 7.13418 28.48591 0.916 -0.523 1.617
H 3.30165 4.77454 29.15781 0.273 0.549 -0.272
H 2.67481 3.83148 27.81526 0.475 0.166 -0.477
H 1.66633 4.29574 28.99151 -0.601 0.782 0.273
H 4.25861 6.38820 27.17183 0.248 0.061 0.426
H 3.83922 5.00174 26.33518 -0.777 -0.248 -0.254
H 4.21869 6.97300 24.76795 0.321 -0.371 0.319
H 3.21661 7.96445 25.72676 -0.322 0.037 0.135
H 2.33577 5.54180 24.03615 -0.060 -0.218 0.312
H 2.15755 7.25061 23.70889 -0.898 -0.061 -0.106
H 1.09966 8.78268 26.12452 0.465 -0.244 -0.452
H 0.20141 8.41192 24.54968 1.256 0.428 -0.503
H -0.50480 8.21381 25.89320 -0.218 -0.621 1.133
H 0.14084 4.79952 24.37552 -0.250 0.087 -0.189
H -1.13697 5.72765 25.23401 0.211 -0.431 0.356
H -0.66170 6.33660 23.76631 0.808 0.037 -0.473
H 2.22241 6.83144 29.48563 1.309 0.816 0.252
H 0.88019 7.13153 28.84033 -0.502 0.419 -0.852
H 2.22406 8.12880 28.16843 0.059 -0.206 0.103
H -0.14772 6.42987 27.96479 -1.169 0.205 0.603
C 8.83578 7.45397 25.68055 0.351 -0.611 -0.454
C 8.46071 6.27585 24.66989 0.515 -1.523 2.428
C 8.53943 6.77042 23.25220 -2.235 1.072 -1.307
C 9.76671 6.68590 22.48180 2.998 -0.433 1.089
C 10.40536 5.30942 22.57003 -0.691 1.084 0.051
C 10.50264 4.87834 24.03171 3.348 -2.763 2.278
N 9.37400 5.06443 24.88528 -3.484 2.278 -3.242
O 9.38047 4.62248 26.18429 0.994 -0.069 0.561
C 10.81825 3.33350 23.99434 -0.792 0.467 -0.238
C 11.75407 5.50264 24.73499 0.162 1.065 -0.696
C 7.00059 5.79774 24.95939 1.410 0.904 0.495
H 9.72549 7.93376 25.27270 -0.112 0.444 -0.009
H 9.11810 7.19598 26.70125 0.036 -0.889 -0.130
H 8.03786 8.17279 25.86688 -0.231 0.121 -0.716
H 7.76039 6.36615 22.60587 -0.646 -0.156 0.444
H 8.43176 7.85429 23.29392 -1.083 0.119 0.167
H 10.37463 7.32156 23.12559 1.131 0.265 -0.475
H 9.82486 7.12164 21.48438 -0.660 -0.068 0.045
H 11.39931 5.43009 22.13921 0.151 -0.589 0.189
H 9.84678 4.58213 21.98084 -0.091 -0.158 0.038
H 11.16643 2.91387 24.93815 0.335 0.289 -0.004
H 9.88836 2.80430 23.78612 -0.044 -0.066 -0.369
H 11.52038 3.15473 23.18000 0.153 -0.238 0.210
H 11.43056 6.49498 25.04917 0.510 0.330 -0.142
H 12.21478 5.07260 25.62431 -0.826 -0.734 0.125
H 12.59613 5.54700 24.04429 -0.002 0.373 -0.234
H 6.80535 4.82197 24.51459 -0.168 0.282 -0.338
H 6.37557 6.62551 24.62437 -0.437 -0.393 -0.066
H 6.91685 5.70723 26.04240 -0.267 -0.068 0.054
H 9.15389 3.69432 26.09058 -0.211 -0.259 0.287
C 8.17126 5.37276 30.86792 -0.583 0.151 -0.440
C 6.78286 4.84267 31.44385 1.245 0.941 0.055
C 6.32771 3.58752 30.72838 0.164 -1.544 0.326
C 7.13459 2.34147 31.12548 0.062 -1.100 -0.166
C 7.16957 2.07206 32.62628 1.277 2.285 0.001
C 7.69766 3.43655 33.36294 -0.479 -3.594 -1.482
N 6.94682 4.53714 32.86798 -1.949 -0.949 -1.410
O 7.33917 5.63625 33.56952 0.657 2.112 0.817
C 7.22604 3.23017 34.76520 1.155 0.120 1.239
C 9.23044 3.52375 33.18533 -0.299 -0.923 0.700
C 5.68193 5.92134 31.27954 -0.040 -0.159 -0.653
H 8.08970 5.96073 29.95373 -0.551 -0.024 -0.209
H 8.87388 4.58576 30.59398 -0.158 -0.227 0.294
H 8.67663 6.06088 31.54555 -0.164 -0.216 0.369
H 5.31900 3.28949 31.01432 -0.433 0.657 -0.080
H 6.37525 3.73490 29.64944 -0.088 0.077 -0.036
H 8.11635 2.34792 30.65196 0.451 0.328 0.465
H 6.76985 1.38932 30.74014 -0.761 0.234 -0.761
H 7.81142 1.22047 32.85193 0.657 0.263 0.016
H 6.24564 1.72434 33.08839 -0.580 0.619 -0.377
H 7.33424 2.21773 35.15425 0.226 -0.011 -0.391
H 7.92213 3.84415 35.33667 -0.675 0.281 0.847
H 6.16630 3.47479 34.83736 0.276 0.330 0.227
H 9.64494 2.74583 33.82652 0.112 -0.070 0.234
H 9.54139 3.21562 32.18710 -0.027 0.513 -0.080
H 9.68562 4.45123 33.53273 -0.183 0.157 -0.320
H 5.90898 6.91258 31.67197 0.309 -0.229 -0.081
H 4.67936 5.66566 31.62243 0.180 -0.541 0.730
H 5.47619 5.99726 30.21183 0.412 0.373 -0.304
H 6.52041 6.03676 33.87089 -0.141 0.195 0.265
C 9.62672 10.38139 37.97566 -1.299 -0.159 1.116
C 8.46785 11.43333 37.70574 0.283 -0.859 0.472
C 8.02448 12.08477 39.06857 0.526 -0.991 0.239
C 9.10012 12.93744 39.77789 -0.877 -1.633 -1.491
C 9.48725 14.00061 38.82955 0.294 1.706 0.520
C 9.92078 13.61604 37.37901 -0.481 -0.870 0.526
N 8.99054 12.52652 36.86436 -1.616 0.863 1.085
O 9.24871 12.05177 35.59196 0.164 0.678 -0.416
C 9.69993 14.85872 36.53743 -0.888 0.105 -0.435
C 11.39036 13.20979 37.25326 0.209 -0.707 -0.311
C 7.23503 10.64183 36.97230 0.476 1.759 -0.001
H 9.73219 10.34091 39.05979 0.527 0.189 0.129
H 10.60318 10.58611 37.53666 -0.261 -0.028 -0.208
H 9.27994 9.36362 37.79680 0.208 -0.055 -0.676
H 7.07613 12.59473 38.89926 0.130 0.390 0.123
H 7.88998 11.38952 39.89720 -0.796 -1.085 -0.728
H 9.96881 12.31191 39.98331 0.050 -0.250 0.073
H 8.66606 13.17197 40.74984 0.258 0.858 -0.109
H 10.21393 14.59504 39.38335 0.859 0.234 -0.745
H 8.67341 14.72308 38.76795 -0.416 -0.142 -0.369
H 9.87308 15.80782 37.04470 1.030 -0.163 0.138
H 10.24675 14.73730 35.60237 -0.161 0.482 -0.086
H 8.63148 14.97920 36.35849 -0.108 -0.483 -0.462
H 12.04041 14.07456 37.12026 0.098 0.028 0.767
H 11.70538 12.46773 37.98689 0.207 0.588 0.613
H 11.60748 12.65025 36.34338 -0.498 0.057 -0.513
H 6.47260 11.30770 36.56803 0.463 0.877 -0.292
H 6.52153 10.07097 37.56656 0.984 -0.649 0.770
H 7.59608 10.09397 36.10190 0.109 -0.226 0.310
H 10.07652 11.56644 35.61981 0.440 -0.605 -0.171
```
Forces are in eV/Å.

Values from the calculation:
* net charge: 0
* multiplicity: 1
* HOMO-LUMO gap: 7.66 eV